DFT (ωB97M-V with the def2-TZVPD basis set) results for 2 unconnected molecules or ions with the total composition C4H6O in a non-equilibrium geometry.

Last column: Mulliken charge in e.
Atoms and positions in Å:
C (-0.455, 1.366, 0.461)  -0.452
C (0.225, 0.303, 0.025)  0.376
C (-1.094, -0.051, 0.357)  -0.141
C (1.506, -0.296, -0.325)  -1.073
O (-2.006, -0.396, -0.606)  -0.453
H (-0.549, 2.462, 0.598)  0.334
H (-1.209, -0.688, 1.724)  0.137
H (2.338, 0.260, 0.152)  0.267
H (1.750, -0.243, -1.312)  0.350
H (1.478, -1.368, -0.153)  0.334
H (-1.984, -1.348, -0.922)  0.321

Summary:
LUMO level: 0.0327 Ha
Total charge: 0
Energy relative to the best compared isomer or geometry (same formula, charge and spin): 363.67 kJ/mol
Gap between HOMO and LUMO: 0.364 Eh
E_HOMO: -9.02 eV
Spin multiplicity: 1


DFT (ωB97M-V with the def2-TZVPD basis set) results for 6 unconnected molecules or ions with the total composition C10H28Cl4O8 in a non-equilibrium geometry.

Last column: Mulliken charge in e.
Atoms and positions in Å:
Cl (-2.243, -2.247, -2.275)  -0.171
C (-0.551, -2.398, -1.742)  0.498
Cl (-0.166, -4.081, -1.455)  -0.178
H (0.094, -1.936, -2.490)  -0.114
H (-0.393, -1.982, -0.748)  -0.042
Cl (2.474, 0.925, 0.729)  -0.201
C (0.848, 0.855, 1.485)  0.085
Cl (0.946, 0.346, 3.103)  -0.171
H (0.435, 1.863, 1.472)  0.263
H (0.161, 0.177, 0.978)  -0.017
O (5.648, -0.360, -2.384)  -0.539
C (4.241, -0.025, -2.522)  0.067
C (3.479, -1.253, -2.975)  -0.026
O (3.243, -2.176, -1.885)  -0.480
H (6.031, -0.276, -3.260)  0.332
H (3.896, 0.351, -1.559)  -0.252
H (4.169, 0.806, -3.225)  0.368
H (3.879, -1.783, -3.840)  0.278
H (2.537, -0.948, -3.430)  0.018
H (4.125, -2.319, -1.533)  0.296
O (-1.930, 1.140, -0.702)  -0.357
C (-3.266, 1.605, -0.385)  -0.405
C (-4.162, 0.418, 0.118)  -0.502
O (-4.590, -0.426, -0.979)  -0.506
H (-2.026, 0.647, -1.519)  0.193
H (-3.141, 2.191, 0.525)  0.278
H (-3.595, 2.247, -1.202)  0.321
H (-5.048, 0.808, 0.619)  0.352
H (-3.772, -0.207, 0.922)  0.294
H (-4.359, -1.307, -0.675)  0.303
O (-0.126, -0.436, 7.102)  -0.523
C (-0.812, -0.686, 5.923)  -0.203
C (-2.035, -1.535, 6.437)  -0.370
O (-2.964, -2.070, 5.480)  -0.538
H (-0.504, 0.354, 7.494)  0.315
H (-1.164, 0.241, 5.472)  0.298
H (-0.270, -1.300, 5.204)  0.180
H (-2.661, -1.009, 7.158)  0.284
H (-1.591, -2.380, 6.962)  0.255
H (-3.783, -2.418, 5.839)  0.306
O (2.485, 2.578, -2.629)  -0.476
C (1.068, 2.664, -2.834)  -0.292
C (0.540, 1.844, -3.903)  -0.486
O (0.148, 0.627, -3.351)  -0.374
H (2.557, 2.559, -1.672)  0.296
H (0.594, 2.522, -1.863)  0.132
H (0.788, 3.693, -3.060)  0.306
H (1.165, 1.839, -4.796)  0.334
H (-0.397, 2.341, -4.155)  0.353
H (-0.005, -0.085, -3.976)  0.221

Summary:
LUMO level: 0.0158 Ha
Total charge: 0
Energy relative to the best compared isomer or geometry (same formula, charge and spin): 182.60 kJ/mol
Gap between HOMO and LUMO: 0.386 Eh
SMILES string: ClCCl.ClCCl.OCCO.OCCO.OCCO.OCCO
E_HOMO: -10.08 eV
Spin multiplicity: 1


DFT (ωB97M-V with the def2-TZVPD basis set) results for 2 unconnected molecules or ions with the total composition C5H10O2 in a non-equilibrium geometry.

Last column: Mulliken charge in e.
Atoms and positions in Å:
C (1.339, -0.402, 0.878)  -1.210
C (-1.080, 0.686, 0.986)  -0.883
C (-0.156, -0.623, 0.451)  1.344
O (-0.672, -1.644, 0.966)  -0.473
C (-0.323, -0.450, -1.058)  -0.407
C (-0.454, -1.517, -1.819)  -0.713
H (1.540, 0.655, 0.818)  0.337
H (1.483, -0.830, 1.869)  0.372
H (1.961, -0.912, 0.144)  0.322
H (-0.476, 1.574, 0.614)  0.212
H (-2.041, 0.651, 0.465)  0.392
H (-0.199, 0.564, -1.416)  0.339
H (-0.775, -2.460, -1.403)  0.289
H (-0.392, -1.389, -2.887)  0.286
H (0.916, 3.179, -0.412)  0.173
H (-1.243, 0.627, 2.072)  0.360
O (0.573, 2.290, -0.267)  -0.741

Summary:
LUMO level: -0.1395 Ha
Total charge: 0
Energy relative to the best compared isomer or geometry (same formula, charge and spin): 800.13 kJ/mol
Gap between HOMO and LUMO: 0.197 Eh
E_HOMO: -9.15 eV
Spin multiplicity: 1


- Number 2 is which compound?
  C10H28Cl4O8


What did the third record say?
DFT (ωB97M-V with the def2-TZVPD basis set) results for 2 unconnected molecules or ions with the total composition C5H10O2 in a non-equilibrium geometry.

Last column: Mulliken charge in e.
Atoms and positions in Å:
C (1.339, -0.402, 0.878)  -1.210
C (-1.080, 0.686, 0.986)  -0.883
C (-0.156, -0.623, 0.451)  1.344
O (-0.672, -1.644, 0.966)  -0.473
C (-0.323, -0.450, -1.058)  -0.407
C (-0.454, -1.517, -1.819)  -0.713
H (1.540, 0.655, 0.818)  0.337
H (1.483, -0.830, 1.869)  0.372
H (1.961, -0.912, 0.144)  0.322
H (-0.476, 1.574, 0.614)  0.212
H (-2.041, 0.651, 0.465)  0.392
H (-0.199, 0.564, -1.416)  0.339
H (-0.775, -2.460, -1.403)  0.289
H (-0.392, -1.389, -2.887)  0.286
H (0.916, 3.179, -0.412)  0.173
H (-1.243, 0.627, 2.072)  0.360
O (0.573, 2.290, -0.267)  -0.741

Summary:
LUMO level: -0.1395 Ha
Total charge: 0
Energy relative to the best compared isomer or geometry (same formula, charge and spin): 800.13 kJ/mol
Gap between HOMO and LUMO: 0.197 Eh
E_HOMO: -9.15 eV
Spin multiplicity: 1


- Which formula does entry 3 have?
  C5H10O2


- Look up the total charge of the first one.
  0